(1)
This record from the Open Molecules 2025 dataset describes an isolated molecule of C18H8N4O5S2 at a distorted geometry. The level of theory is ωB97M-V with the def2-TZVPD basis set.

Computed properties:
HOMO-LUMO gap ... 5.611 eV
Lowest unoccupied orbital energy ... -2.28 eV
Max |F| ... 5.70 eV/Å
SMILES string ... O=c1cc2sc3cc4c(cc3nc-2cc1[N+](=O)[O-])Nc1cc([N+](=O)[O-])ccc1S4
Relative energy (zero: lowest compared OMol25 entry of this formula, charge and spin) ... 48.11 kcal per mole
Charge ... 0

Last column: natural (NBO) charge in e.
CARTESIAN COORDINATES (ANGSTROEM)
O (-5.553, 3.023, -4.213)  -0.49
O (-6.681, 4.519, -2.202)  -0.31
O (6.176, -0.822, 4.495)  -0.32
O (-5.914, 4.182, -0.254)  -0.40
O (5.519, -2.826, 5.128)  -0.37
N (-2.074, 1.198, -0.532)  -0.36
S (-1.983, -0.456, -3.188)  0.37
S (2.658, -2.125, -0.832)  0.37
C (-4.821, 2.653, -3.351)  0.48
C (-2.847, 1.604, -1.509)  0.16
C (-4.006, 1.439, -3.772)  -0.28
C (-3.961, 2.522, -1.076)  -0.04
C (-2.983, 0.976, -2.886)  -0.19
C (-4.854, 3.146, -1.957)  -0.05
C (4.427, -2.868, 1.101)  -0.21
C (0.162, -1.388, -1.720)  -0.23
C (-0.369, 0.056, 0.528)  -0.21
C (5.037, -2.734, 2.322)  -0.18
C (3.434, -1.058, 3.093)  -0.23
C (-1.150, 0.201, -0.621)  0.14
C (-0.937, -0.599, -1.711)  -0.16
C (1.144, -1.378, -0.695)  -0.21
C (3.401, -2.099, 0.815)  -0.17
C (0.731, -0.811, 0.559)  0.16
C (2.820, -1.307, 1.805)  0.18
C (4.655, -1.826, 3.300)  0.07
N (1.555, -0.776, 1.611)  -0.56
N (-5.880, 3.983, -1.478)  0.50
N (5.500, -1.796, 4.423)  0.51
H (-4.100, 1.084, -4.776)  0.24
H (-3.911, 2.694, 0.020)  0.27
H (4.798, -3.564, 0.317)  0.24
H (0.294, -1.910, -2.674)  0.23
H (-0.549, 0.778, 1.357)  0.23
H (5.893, -3.310, 2.538)  0.23
H (2.987, -0.376, 3.803)  0.23
H (1.383, -0.026, 2.231)  0.39

Atomic forces in eV per Å
O -1.4 1.5 -1.2
O 0.2 -0.4 -1.1
O 1.3 1.3 1.1
O 0.6 -0.6 -0.5
O 0.3 1.9 -0.7
N -1.9 1.4 -1.1
S 0.3 0.2 0.5
S 1.8 -1.1 -0.5
C 0.4 -2.1 -0.9
C -1.2 -1.2 0.2
C 3.7 0.1 4.4
C 0.0 1.4 -0.8
C -1.8 0.9 -0.6
C 3.5 -3.4 1.1
C 2.3 -2.0 -0.9
C 2.0 -1.1 -0.9
C 0.6 -0.1 0.5
C 0.5 0.4 1.1
C 1.7 -2.1 -2.0
C -0.1 0.6 1.1
C -1.4 1.0 -1.1
C -3.2 0.2 1.4
C -3.7 1.9 -0.8
C -0.6 1.2 -3.3
C 0.3 0.5 2.0
C -3.8 0.1 -3.0
N 1.3 0.3 1.8
N -1.5 1.9 2.5
N -0.4 -2.4 1.3
H -0.3 -0.1 -0.3
H -0.4 0.2 -1.0
H -0.1 0.5 0.9
H 0.6 -0.1 0.5
H 0.0 -0.8 -0.6
H 0.9 -0.7 0.2
H 0.1 -0.1 0.1
H -0.5 0.6 0.7



(2)
This record from the Open Molecules 2025 dataset describes a cluster of 4 separate species, C25H40N6O4S3 in total at a distorted geometry. The level of theory is ωB97M-V with the def2-TZVPD basis set.

Computed properties:
HOMO-LUMO gap ... 7.443 eV
Lowest unoccupied orbital energy ... -0.77 eV
Max |F| ... 4.06 eV/Å
SMILES string ... S=C(SCCCc1nc2ccccc2nc1S)N1CCOCC1.CNC(C)=O.CNC(C)=O.CNC(C)=O
Charge ... 0

Last column: Mulliken charge in e.
CARTESIAN COORDINATES (ANGSTROEM)
S (2.042, -1.388, 4.383)  -0.26
C (2.439, -0.386, 3.112)  0.13
S (1.895, 1.356, 3.177)  -0.23
C (0.761, 1.613, 1.738)  0.12
C (-0.653, 2.185, 2.120)  -0.90
C (-1.781, 1.893, 1.064)  -0.77
C (-1.863, 0.308, 0.864)  0.52
N (-2.329, -0.390, 1.920)  -0.50
C (-2.324, -1.767, 1.696)  0.24
C (-2.780, -2.659, 2.802)  -0.56
C (-2.783, -4.100, 2.688)  -0.41
C (-2.321, -4.742, 1.413)  -0.46
C (-1.881, -3.884, 0.344)  -0.40
C (-1.856, -2.380, 0.433)  0.46
N (-1.389, -1.705, -0.696)  -0.60
C (-1.391, -0.380, -0.443)  0.35
S (-0.733, 0.695, -1.819)  -0.25
N (3.182, -0.973, 2.035)  -0.01
C (3.737, 0.028, 1.100)  0.39
C (4.491, -0.672, -0.134)  -0.67
O (4.573, -2.086, 0.007)  -0.42
C (3.241, -2.614, 0.077)  -0.56
C (2.443, -2.056, 1.353)  -0.26
H (1.287, 2.332, 1.043)  0.42
H (0.724, 0.635, 1.177)  -0.28
H (-0.901, 1.839, 3.159)  0.40
H (-0.546, 3.310, 2.185)  0.42
H (-2.751, 2.230, 1.537)  0.33
H (-1.702, 2.460, 0.106)  0.42
H (-3.132, -2.173, 3.749)  0.38
H (-3.113, -4.683, 3.575)  0.36
H (-2.321, -5.859, 1.350)  0.37
H (-1.514, -4.370, -0.600)  0.37
H (0.604, 0.374, -1.878)  0.11
H (4.481, 0.659, 1.654)  0.13
H (2.984, 0.728, 0.645)  -0.17
H (5.517, -0.222, -0.182)  0.36
H (3.976, -0.359, -1.098)  0.28
H (2.665, -2.376, -0.859)  0.29
H (3.322, -3.730, 0.147)  0.33
H (1.384, -1.784, 1.079)  0.03
H (2.384, -2.932, 2.062)  0.42
C (-5.453, -0.565, -0.998)  -1.14
C (-5.499, 0.880, -1.412)  0.78
O (-5.076, 1.774, -0.696)  -0.66
N (-6.029, 1.174, -2.629)  -0.16
C (-6.575, 0.260, -3.614)  -0.85
H (-5.004, -0.648, -0.009)  0.13
H (-6.466, -0.970, -0.959)  0.48
H (-4.843, -1.137, -1.700)  0.33
H (-6.026, 2.161, -2.840)  0.24
H (-6.009, 0.369, -4.540)  0.28
H (-7.616, 0.533, -3.800)  0.31
H (-6.528, -0.773, -3.283)  0.32
C (-1.971, -0.679, -5.099)  -0.91
C (-2.192, -1.401, -6.403)  0.54
O (-3.269, -1.902, -6.693)  -0.67
N (-1.145, -1.485, -7.268)  -0.16
C (0.196, -0.959, -7.104)  -0.76
H (-2.891, -0.695, -4.519)  0.21
H (-1.190, -1.175, -4.521)  0.36
H (-1.699, 0.361, -5.287)  0.37
H (-1.365, -1.981, -8.119)  0.23
H (0.398, -0.264, -7.921)  0.27
H (0.903, -1.790, -7.162)  0.28
H (0.321, -0.446, -6.155)  0.29
C (4.695, 2.732, 4.236)  -0.73
C (6.087, 3.214, 3.915)  0.57
O (6.852, 2.567, 3.216)  -0.67
N (6.480, 4.410, 4.432)  -0.16
C (5.723, 5.313, 5.275)  -0.79
H (4.528, 1.771, 3.757)  -0.10
H (4.580, 2.606, 5.314)  0.39
H (3.957, 3.440, 3.857)  0.40
H (7.421, 4.668, 4.176)  0.24
H (5.645, 6.277, 4.768)  0.27
H (6.265, 5.449, 6.213)  0.27
H (4.726, 4.937, 5.487)  0.32

Atomic forces in eV per Å
S 0.2 1.2 -0.8
C -0.2 -1.9 0.4
S -0.1 -0.6 -0.1
C 0.4 -0.1 -1.4
C 0.7 0.7 0.1
C -0.5 -1.3 0.7
C -0.1 0.0 -0.5
N 1.1 -0.7 -3.0
C 0.0 -1.4 0.2
C 0.3 -1.3 -1.1
C 0.7 2.1 -1.5
C 0.0 2.6 0.4
C -0.5 -0.3 1.4
C -0.6 -2.5 1.0
N -0.9 2.5 3.1
C 0.4 0.0 0.4
S -0.1 -0.4 0.7
N -1.4 2.2 -0.4
C 0.8 0.3 -1.0
C 0.0 1.1 0.4
O -0.9 0.5 -0.2
C -0.3 0.2 0.3
C 0.2 -2.0 0.0
H -0.6 -0.7 0.7
H -0.2 0.9 0.7
H -0.1 0.1 -1.1
H -0.1 -1.2 0.0
H 0.9 -0.6 -0.6
H 0.3 -0.7 0.8
H 0.5 -0.5 -1.1
H 0.3 0.4 -1.0
H 0.1 1.3 -0.2
H -0.4 0.8 1.0
H -0.9 -0.2 0.4
H -0.7 -0.6 -0.4
H 0.4 -0.6 0.6
H -0.8 -0.8 0.0
H 0.4 -0.6 0.9
H 0.6 -0.1 0.7
H 0.0 1.1 0.0
H 0.9 0.0 0.2
H -0.1 1.2 -0.6
C 0.1 -0.1 0.1
C 0.1 0.4 0.0
O 0.1 0.0 0.1
N 0.1 -0.3 0.3
C 0.0 0.6 -0.1
H 0.0 0.2 -0.1
H 0.1 -0.2 -0.1
H -0.2 -0.1 0.0
H 0.0 -0.1 0.0
H -0.1 -0.2 -0.1
H 0.0 -0.2 -0.1
H 0.0 0.1 0.0
C 0.0 0.0 0.0
C -0.3 -0.2 -0.2
O 0.1 0.1 0.1
N -0.2 0.1 0.3
C -0.1 -0.3 -0.5
H 0.0 -0.1 -0.1
H 0.0 0.2 0.0
H 0.1 0.0 0.1
H 0.0 0.0 0.1
H 0.2 0.1 0.1
H 0.2 0.2 0.1
H -0.1 -0.1 0.0
C 0.2 0.0 0.1
C 0.4 -0.1 -0.2
O -0.1 0.0 0.0
N -0.3 -0.3 -0.1
C 0.5 0.1 -0.2
H 0.2 0.1 0.0
H -0.2 0.1 0.0
H -0.1 -0.1 0.2
H -0.1 0.0 0.0
H -0.2 0.1 0.2
H -0.2 0.1 0.1
H 0.1 -0.1 -0.1



(3)
This record from the Open Molecules 2025 dataset describes a structure of composition C18H13N5O2SeSn. The level of theory is ωB97M-V with the def2-TZVPD basis set.

Computed properties:
HOMO-LUMO gap ... 7.345 eV
Lowest unoccupied orbital energy ... -7.77 eV
Max |F| ... 0.37 eV/Å
Relative energy (zero: lowest compared OMol25 entry of this formula, charge and spin) ... 0.00 kcal per mole
Charge ... +2

Last column: natural (NBO) charge in e.
CARTESIAN COORDINATES (ANGSTROEM)
Sn (-1.293, -1.613, -0.971)  1.42
O (6.542, 0.370, -0.918)  -0.63
C (5.622, -0.593, -0.788)  0.76
O (5.911, -1.694, -0.422)  -0.52
C (4.183, -0.240, -1.055)  -0.14
C (3.619, 0.964, -0.660)  -0.17
C (2.248, 1.163, -0.758)  -0.25
C (1.451, 0.158, -1.278)  0.18
C (2.020, -1.031, -1.724)  -0.25
C (3.379, -1.235, -1.604)  -0.15
N (0.018, 0.261, -1.291)  -0.55
C (-0.587, 1.375, -1.395)  0.19
C (-2.056, 1.424, -1.349)  0.10
C (-2.753, 2.605, -1.468)  -0.17
C (-4.145, 2.560, -1.445)  -0.10
C (-4.777, 1.338, -1.318)  -0.20
C (-4.002, 0.190, -1.206)  0.08
N (-2.671, 0.237, -1.210)  -0.55
H (6.184, 1.162, -1.341)  0.49
H (4.230, 1.740, -0.214)  0.24
H (1.819, 2.077, -0.365)  0.23
H (1.406, -1.800, -2.177)  0.23
H (3.833, -2.168, -1.915)  0.26
H (-0.050, 2.307, -1.558)  0.23
H (-2.223, 3.542, -1.586)  0.26
H (-4.722, 3.471, -1.536)  0.26
H (-5.855, 1.258, -1.316)  0.27
H (-4.461, -0.787, -1.125)  0.23
Se (1.952, -2.017, 1.815)  1.18
N (1.174, -1.832, 3.372)  -0.53
C (-0.117, -1.594, 3.166)  0.05
C (-1.140, -1.376, 4.136)  -0.07
C (-2.400, -1.146, 3.676)  -0.26
C (-2.684, -1.127, 2.279)  0.16
N (-1.775, -1.317, 1.351)  -0.56
C (-0.498, -1.552, 1.797)  0.28
N (0.441, -1.748, 0.898)  -0.76
H (-0.910, -1.396, 5.194)  0.27
H (-3.215, -0.981, 4.365)  0.27
H (-3.700, -0.955, 1.943)  0.22

Atomic forces in eV per Å
Sn 0.0 -0.1 0.0
O -0.1 0.0 0.0
C 0.2 0.0 0.1
O 0.0 0.0 0.0
C 0.0 0.0 0.0
C 0.0 0.1 0.0
C 0.0 0.1 0.2
C -0.2 0.0 -0.1
C 0.0 -0.1 -0.1
C 0.0 0.0 0.0
N 0.2 -0.2 0.2
C -0.2 0.2 -0.2
C 0.2 0.0 0.0
C -0.1 0.1 0.0
C 0.0 0.1 0.0
C 0.0 0.0 0.0
C 0.0 0.0 0.0
N -0.1 -0.1 0.1
H 0.1 0.0 0.0
H 0.0 0.0 0.0
H 0.0 0.0 0.0
H 0.0 -0.1 0.0
H 0.0 0.0 0.0
H 0.0 0.0 0.0
H 0.0 0.0 0.0
H 0.0 0.0 0.0
H 0.0 0.0 0.0
H 0.0 0.0 0.0
Se 0.1 0.0 -0.1
N -0.2 0.1 0.0
C 0.1 0.0 0.1
C 0.1 0.0 0.0
C -0.1 0.0 -0.1
C 0.0 0.0 0.0
N 0.4 0.1 0.1
C -0.2 0.0 -0.1
N 0.0 0.0 0.1
H 0.0 0.0 0.0
H 0.0 0.0 0.0
H 0.0 0.0 0.0



(4)
This record from the Open Molecules 2025 dataset describes an isolated molecule of C5H6O3 at a distorted geometry. The level of theory is ωB97M-V with the def2-TZVPD basis set.

Computed properties:
HOMO-LUMO gap ... 10.571 eV
Lowest unoccupied orbital energy ... 0.76 eV
Max |F| ... 3.87 eV/Å
SMILES string ... O=C1OCC=C1CO
Relative energy (zero: lowest compared OMol25 entry of this formula, charge and spin) ... 25.94 kcal per mole
Charge ... 0

Last column: natural (NBO) charge in e.
CARTESIAN COORDINATES (ANGSTROEM)
C (-1.296, -0.523, -1.147)  -0.10
C (-0.342, -0.106, -0.071)  -0.12
C (-0.471, 0.484, 1.129)  -0.19
C (0.910, 0.671, 1.816)  -0.10
C (1.155, -0.029, -0.364)  0.76
H (-0.023, -0.959, -2.616)  0.49
H (-2.189, 0.070, -1.055)  0.20
H (-1.650, -1.539, -0.881)  0.19
H (-1.369, 0.615, 1.681)  0.21
H (1.295, 1.676, 2.073)  0.21
H (1.205, -0.085, 2.537)  0.21
O (-0.641, -0.282, -2.418)  -0.70
O (1.794, 0.346, 0.699)  -0.48
O (1.623, -0.338, -1.385)  -0.58

Atomic forces in eV per Å
C 1.1 -0.1 0.1
C 1.2 1.9 1.3
C 0.9 -1.0 0.4
C 0.4 0.0 -2.5
C -3.6 -0.9 1.0
H 1.0 -0.9 0.1
H -0.3 0.5 -0.5
H 0.5 0.0 -0.9
H -0.7 0.3 0.3
H -1.0 -0.4 0.4
H -0.6 0.2 0.6
O -3.2 0.5 0.8
O 1.5 0.8 1.5
O 2.7 -0.8 -2.6